(1)
DFT (wB97M-V/def2-TZVPD) results for a cluster of 19 separate species, C38H110N2O27 in total in a non-equilibrium geometry.

XYZ file:
```
177
Properties=species:S:1:pos:R:3:lowdin_charge:R:1
C -5.89510 -3.88179 0.25702 -0.07
C -6.37990 -4.28844 -1.12150 -0.18
O -5.33515 -3.88171 -2.04793 0.00
C -5.66688 -3.84613 -3.34480 -0.66
O -6.69638 -4.19489 -3.80132 0.16
O -4.68435 -3.38616 -4.07514 0.02
C -3.49530 -2.79818 -3.47682 -0.01
H -6.67107 -3.96273 1.02612 0.08
H -5.48195 -2.87878 0.26140 0.07
H -5.10239 -4.53760 0.63877 0.07
H -7.29747 -3.74229 -1.34452 0.12
H -6.57148 -5.35474 -1.21451 0.13
H -3.05085 -3.53365 -2.80838 0.09
H -3.71031 -1.85263 -2.97177 0.09
H -2.89793 -2.55044 -4.35138 0.09
C -2.36063 1.29860 4.79603 -0.05
C -3.49293 2.10449 5.41503 -0.18
O -3.64177 3.31348 4.65743 0.03
C -4.24417 4.32556 5.25806 -0.64
O -4.53598 4.40824 6.39411 0.16
O -4.49662 5.24174 4.32313 -0.02
C -4.95900 6.51629 4.75004 -0.03
H -2.64604 0.88634 3.81943 0.06
H -2.16005 0.43606 5.43727 0.09
H -1.41980 1.81645 4.61494 0.07
H -3.21092 2.32032 6.44262 0.13
H -4.39613 1.49880 5.35279 0.11
H -4.09960 7.15401 4.95859 0.10
H -5.59651 6.45232 5.62722 0.09
H -5.51834 6.94780 3.92526 0.09
C 0.25501 -5.67227 -2.26786 -0.05
C 0.74150 -5.37957 -0.88180 -0.22
O 1.33278 -6.57960 -0.39059 0.05
C 1.87964 -6.54084 0.80996 -0.61
O 1.92978 -5.58479 1.56593 0.10
O 2.47412 -7.70659 0.99837 0.00
C 3.16792 -7.91119 2.24846 -0.02
H -0.49474 -6.46710 -2.22386 0.09
H 1.05261 -6.00687 -2.92310 0.08
H -0.28046 -4.80322 -2.65238 0.06
H -0.03375 -4.94917 -0.23869 0.11
H 1.53064 -4.61603 -0.83930 0.12
H 3.89553 -8.69478 2.08666 0.09
H 2.43712 -8.19213 3.00729 0.10
H 3.66823 -6.98726 2.54256 0.09
C -5.40764 -0.73225 4.17946 -0.10
O -5.93388 0.52740 3.84815 -0.20
C -5.69056 0.86765 2.50626 -0.22
C -6.20745 2.27310 2.34217 -0.20
N -5.74433 2.94423 1.15476 -0.06
C -4.39798 3.49173 1.31668 -0.18
C -4.06588 4.16456 -0.01230 -0.23
O -2.74874 4.64335 0.04605 -0.20
C -2.27770 5.13428 -1.18673 -0.11
H -4.32002 -0.67353 4.29662 0.08
H -5.68048 -1.46836 3.42055 0.09
H -5.82729 -1.05222 5.13317 0.09
H -6.24246 0.20475 1.83367 0.12
H -4.61642 0.82944 2.26767 0.12
H -6.08278 2.84633 3.27572 0.12
H -7.30715 2.22792 2.32937 0.13
H -6.37170 3.68909 0.87740 0.13
H -3.67181 2.68621 1.38497 0.11
H -4.31186 4.20714 2.13348 0.11
H -4.69766 5.04164 -0.22972 0.13
H -4.20956 3.42955 -0.81784 0.12
H -2.57988 4.44648 -1.99449 0.09
H -1.19101 5.12264 -1.14627 0.08
H -2.68073 6.12332 -1.42728 0.09
C 4.04245 0.43566 -1.64748 -0.06
O 3.13030 1.08367 -0.75241 -0.24
C 2.23412 1.95727 -1.42947 -0.19
C 1.26574 2.60046 -0.47966 -0.19
N 0.24697 1.74012 0.12139 -0.02
C -0.80044 1.45693 -0.84815 -0.18
C -1.91563 0.55638 -0.37811 -0.17
O -1.45955 -0.80940 -0.56841 -0.23
C -2.34011 -1.75684 -0.00835 -0.10
H 4.66460 1.17699 -2.16036 0.09
H 3.47342 -0.16076 -2.36627 0.09
H 4.65400 -0.20619 -1.01556 0.09
H 1.75162 1.43820 -2.26701 0.10
H 2.84871 2.73079 -1.92843 0.09
H 0.81207 3.45975 -0.99777 0.12
H 1.80256 3.17969 0.28477 0.11
H 0.72831 0.86038 0.34795 0.11
H -0.45837 1.05408 -1.81628 0.11
H -1.26522 2.41051 -1.13045 0.11
H -2.80301 0.67410 -1.02105 0.12
H -2.18013 0.69500 0.68008 0.12
H -3.30054 -1.73486 -0.52687 0.08
H -2.39523 -1.59284 1.07484 0.09
H -1.86073 -2.73305 -0.10196 0.08
C 3.48613 5.05907 -1.37262 -0.18
O 4.55258 5.78462 -0.83662 -0.11
H 3.06743 5.65713 -2.18458 0.09
H 3.77154 4.08861 -1.80050 0.05
H 2.68399 4.90956 -0.63857 0.07
H 4.93397 5.27266 -0.10455 0.05
C -0.07902 -1.65477 -3.23250 -0.14
O 1.21304 -1.06956 -3.11305 -0.16
H -0.21371 -2.05973 -4.23870 0.09
H -0.23463 -2.38017 -2.43731 0.06
H -0.83703 -0.89653 -3.01053 0.07
H 1.23827 -0.25848 -3.66463 0.04
C 2.80765 1.12526 -5.65311 -0.10
O 1.60591 1.04988 -4.86665 -0.14
H 2.55552 0.99011 -6.70618 0.09
H 3.34088 2.06513 -5.48396 0.08
H 3.50698 0.34026 -5.36544 0.06
H 0.91850 1.54628 -5.31660 0.09
C 5.55551 2.34618 0.46648 -0.13
O 5.66134 3.67073 0.93173 -0.10
H 4.74621 2.22142 -0.24730 0.06
H 6.49750 1.98334 0.03461 0.09
H 5.33307 1.64151 1.27695 0.03
H 6.19345 3.72216 1.72720 0.10
C 3.44585 -3.25533 -4.43317 -0.09
O 3.61343 -2.96574 -3.02287 -0.16
H 4.43703 -3.50981 -4.79766 0.08
H 2.72807 -4.04952 -4.62964 0.08
H 3.13302 -2.32191 -4.90588 0.08
H 2.89373 -2.36049 -2.78187 0.05
C 7.78335 2.40015 -2.61909 -0.13
O 6.60194 2.47069 -3.39947 -0.14
H 8.67495 2.34784 -3.24968 0.08
H 7.90366 3.27623 -1.97775 0.09
H 7.71493 1.51035 -2.00031 0.08
H 6.44048 3.37420 -3.68167 0.10
C 5.43735 -4.01224 -0.20121 -0.16
O 5.59203 -2.94692 -1.12091 -0.15
H 5.92764 -3.76678 0.74842 0.07
H 4.39933 -4.23915 0.08574 0.07
H 5.95276 -4.95204 -0.46533 0.08
H 5.00985 -3.07189 -1.90386 0.04
C 5.35693 -0.50650 2.21869 -0.17
O 6.16529 -1.53898 1.72846 -0.11
H 5.91600 0.00412 3.00239 0.09
H 5.16655 0.22212 1.42143 0.03
H 4.40323 -0.83375 2.63668 0.08
H 5.89158 -1.84205 0.85866 0.03
C -1.53189 -4.32116 2.52474 -0.14
O -2.91537 -3.91892 2.44939 -0.14
H -1.20452 -4.41632 3.56478 0.08
H -1.31068 -5.23853 1.96714 0.07
H -0.94451 -3.51578 2.07836 0.07
H -3.43537 -4.48253 3.02972 0.07
C 3.05541 2.06914 3.01916 -0.16
O 2.38217 2.43280 4.22531 -0.13
H 4.12332 1.93927 3.19528 0.07
H 2.58376 1.18736 2.57982 0.07
H 3.00052 2.91278 2.31320 0.07
H 1.47524 2.62101 3.90210 0.04
C -0.84576 4.03600 2.71532 -0.14
O 0.04489 2.92869 2.65986 -0.17
H -1.00633 4.31944 3.75664 0.08
H -0.50073 4.91816 2.15885 0.08
H -1.83065 3.79890 2.30313 0.05
H -0.04054 2.47400 1.75940 0.06
C 6.40072 -1.05956 -3.77921 -0.16
O 5.94400 -0.00480 -4.59425 -0.13
H 6.19805 -2.04167 -4.20279 0.07
H 7.46988 -1.03567 -3.54440 0.09
H 5.82748 -1.04905 -2.84610 0.04
H 6.17766 0.84893 -4.17970 0.03
C -7.25050 0.91607 -1.23536 -0.15
O -5.83120 0.83048 -0.99066 -0.17
H -7.63891 -0.02713 -1.63339 0.07
H -7.76771 1.11909 -0.28892 0.07
H -7.51333 1.65421 -2.00723 0.07
H -5.62351 1.55095 -0.35394 0.02
C 2.12281 -1.94125 0.51228 -0.13
O 2.14994 -0.62965 1.06948 -0.16
H 3.07005 -2.13094 -0.02205 0.07
H 1.99819 -2.69796 1.28295 0.08
H 1.33049 -2.03468 -0.24883 0.07
H 2.49104 -0.02839 0.35099 0.04
```

LUMO energy, eV: -0.034
DFT total energy, eV: -99445.3450
HOMO level, eV: -9.09


(2)
DFT (wB97M-V/def2-TZVPD) results for a cluster of 15 separate species, C38H110N4O26 in total in a non-equilibrium geometry.

XYZ file:
```
178
Properties=species:S:1:pos:R:3:lowdin_charge:R:1
C 0.26890 -3.40500 -7.19087 -0.07
C 1.18912 -2.85146 -8.25825 -0.47
C 1.17285 -1.30267 -8.31944 -0.17
O -0.12444 -0.70441 -8.61993 -0.20
C -0.68236 -1.16342 -9.88293 -0.10
N 2.46096 -3.35631 -7.88119 0.02
H 0.24726 -4.49034 -7.09250 0.08
H -0.72492 -3.29541 -7.62490 0.07
H 0.25559 -2.93747 -6.20632 0.09
H 1.00010 -3.33438 -9.21699 0.14
H 1.81227 -0.93051 -9.11990 0.11
H 1.56674 -0.77053 -7.45354 0.12
H -0.22020 -0.78693 -10.79548 0.08
H -1.62629 -0.62010 -9.92673 0.08
H -0.91690 -2.22553 -9.95384 0.08
H 3.15772 -3.08203 -8.55897 0.07
H 2.74076 -2.83968 -7.05968 0.07
C -9.62895 -0.82300 3.71480 -0.05
C -8.90912 0.39975 4.30143 -0.47
C -9.02534 0.57388 5.75164 -0.21
O -10.43643 0.41875 6.07705 -0.20
C -10.92721 0.78733 7.40010 -0.08
N -7.45916 0.34280 4.05825 0.03
H -10.67773 -0.57720 3.54821 0.08
H -9.49025 -1.72012 4.31819 0.08
H -9.24994 -1.04643 2.71754 0.07
H -9.39197 1.25936 3.83665 0.13
H -8.51115 1.46569 6.10993 0.13
H -8.48837 -0.26575 6.19301 0.12
H -12.01133 0.68180 7.44068 0.08
H -10.70901 1.84277 7.56293 0.07
H -10.44309 0.25211 8.21697 0.08
H -6.99594 1.23438 4.16119 0.07
H -7.39839 0.24140 3.05519 0.06
C -0.83283 1.13493 0.92909 -0.05
C -0.53292 1.00083 -0.60448 -0.40
C 0.22012 -0.31038 -1.06148 -0.20
O 1.40491 -0.55760 -0.33453 -0.17
C 1.70902 -1.92597 -0.41198 -0.13
N -1.79353 1.26470 -1.30982 0.02
H -1.02020 2.16260 1.24034 0.07
H 0.11346 0.85532 1.39219 0.06
H -1.64301 0.48326 1.25628 0.07
H 0.16151 1.80516 -0.84717 0.12
H 0.40197 -0.24666 -2.13431 0.12
H -0.41703 -1.19457 -1.04255 0.11
H 2.66786 -2.22043 0.01466 0.08
H 1.71363 -2.37638 -1.40456 0.09
H 1.03556 -2.49295 0.23072 0.09
H -1.66036 1.56642 -2.26448 0.06
H -2.17017 2.13824 -0.97046 0.06
C 2.77078 -12.77895 5.06582 -0.06
C 2.87906 -11.70526 3.97359 -0.43
C 3.39980 -10.37045 4.46964 -0.21
O 3.70434 -9.41316 3.48804 -0.18
C 3.95274 -8.16209 3.95141 -0.16
N 3.73421 -12.28595 2.92606 0.03
H 2.56422 -13.74475 4.60469 0.08
H 1.96894 -12.58017 5.77690 0.07
H 3.69146 -12.82408 5.64757 0.08
H 1.98146 -11.49094 3.39353 0.14
H 4.36293 -10.64902 4.89727 0.12
H 2.79795 -9.85956 5.22121 0.13
H 4.71323 -8.06996 4.72683 0.09
H 3.02020 -7.72670 4.31040 0.09
H 4.45019 -7.54963 3.19940 0.09
H 3.90895 -11.54795 2.25904 0.06
H 4.67793 -12.32107 3.28417 0.07
C -0.42934 -0.87312 9.57206 -0.28
C 0.08092 0.32151 8.80774 -0.24
O 1.36623 0.79836 9.26916 -0.06
O -1.77655 -1.18388 9.37231 -0.06
H -0.41335 -0.66168 10.64124 0.13
H 0.08265 -1.76149 9.20225 0.12
H -0.70189 1.06711 8.94695 0.12
H 0.08247 0.09540 7.74146 0.12
H 2.04352 0.60101 8.61807 0.08
H -1.87548 -1.51131 8.47531 0.08
C -2.71139 7.85569 -0.84832 -0.24
C -2.77092 9.35092 -1.24940 -0.25
O -3.88842 9.91376 -0.67116 -0.07
O -4.00134 7.33102 -1.10182 -0.07
H -2.33780 7.59546 0.14204 0.11
H -2.01551 7.30135 -1.47805 0.11
H -2.99009 9.31383 -2.31650 0.12
H -1.92421 9.97366 -0.96065 0.12
H -3.61949 10.72090 -0.22641 0.09
H -4.62022 7.87411 -0.60824 0.07
C 4.67857 6.08900 -6.10317 -0.24
C 3.44829 5.22097 -6.13115 -0.28
O 2.95474 4.92698 -4.87574 -0.07
O 4.48719 7.50961 -6.11602 -0.06
H 5.25669 5.81894 -6.98687 0.11
H 5.28401 5.81292 -5.23985 0.12
H 3.60539 4.26210 -6.62513 0.12
H 2.62095 5.76481 -6.58705 0.13
H 2.03989 4.63651 -4.89276 0.09
H 5.29968 7.91880 -6.42265 0.08
C 6.43142 2.07164 3.14209 -0.24
C 5.17273 2.04418 3.97114 -0.23
O 5.48474 1.87374 5.37279 -0.07
O 7.20685 3.15546 3.66417 -0.08
H 6.26333 2.36806 2.10671 0.12
H 7.00294 1.14415 3.10708 0.12
H 4.52235 1.24618 3.61292 0.12
H 4.62496 2.98519 3.92076 0.12
H 6.23311 2.46276 5.49359 0.06
H 8.04729 3.08458 3.20568 0.09
C -5.61688 7.13023 5.42539 -0.22
C -4.41641 6.34893 4.94205 -0.21
O -4.19179 5.11155 5.72373 -0.08
O -5.34712 7.76422 6.71152 -0.08
H -6.44646 6.43382 5.54749 0.12
H -5.95224 7.94031 4.77778 0.12
H -3.48848 6.91943 4.90221 0.12
H -4.63319 6.09544 3.90433 0.11
H -3.99668 5.37791 6.62516 0.07
H -5.47168 7.10646 7.39958 0.07
C 7.66755 -7.65159 -1.91758 -0.26
C 6.14973 -8.04262 -2.09420 -0.23
O 5.68127 -9.03461 -1.20661 -0.08
O 7.80086 -6.74064 -0.91251 -0.06
H 7.95783 -7.09302 -2.80742 0.12
H 8.26503 -8.53733 -1.70176 0.12
H 5.86493 -8.28998 -3.11683 0.11
H 5.47103 -7.24499 -1.79210 0.11
H 5.64857 -8.70364 -0.30606 0.08
H 7.84993 -7.19664 -0.06915 0.09
C -5.73691 -1.75185 -4.14650 -0.32
C -6.74517 -0.90344 -3.30582 -0.20
O -6.21280 -0.67476 -1.96141 -0.07
O -6.29644 -2.35935 -5.21277 -0.03
H -5.22781 -2.44866 -3.48065 0.12
H -4.91283 -1.12109 -4.47987 0.11
H -7.63320 -1.53113 -3.23156 0.11
H -7.11456 -0.06627 -3.89810 0.11
H -5.42624 -0.13606 -2.07434 0.07
H -5.94818 -3.25052 -5.13454 0.10
C 8.98284 -0.63478 -3.14932 -0.25
C 7.54119 -0.64784 -3.61597 -0.24
O 7.41635 -1.22755 -4.92438 -0.06
O 9.67697 0.42962 -3.79707 -0.08
H 9.49450 -1.59699 -3.17061 0.13
H 8.97639 -0.26116 -2.12537 0.11
H 7.16327 0.37411 -3.58633 0.12
H 7.07364 -1.26858 -2.85165 0.12
H 7.96371 -0.68280 -5.49469 0.08
H 9.42726 1.24684 -3.35959 0.08
C 4.31225 7.09272 0.20173 -0.32
C 4.26603 8.56200 -0.27127 -0.21
O 3.35865 8.52211 -1.36841 -0.07
O 4.75975 6.20551 -0.71042 -0.04
H 3.31819 6.75411 0.49376 0.12
H 4.97165 6.98307 1.06270 0.12
H 5.27762 8.81185 -0.59121 0.12
H 3.94913 9.20881 0.54685 0.12
H 3.78591 8.00310 -2.05374 0.07
H 4.01132 5.94987 -1.25455 0.09
C -2.06694 -5.00075 5.04919 -0.29
C -2.37912 -3.55708 4.66878 -0.24
O -3.54856 -3.30463 5.41539 -0.06
O -1.49591 -5.18177 6.30927 -0.04
H -1.39826 -5.40572 4.28962 0.11
H -2.97821 -5.57975 4.89931 0.12
H -2.42984 -3.45036 3.58521 0.12
H -1.56378 -2.90428 4.98049 0.11
H -4.08166 -2.65910 4.94561 0.09
H -1.57979 -6.13004 6.43317 0.09
C -4.00284 4.59989 -7.28502 -0.22
C -3.98402 5.46650 -8.54497 -0.27
O -3.90986 4.63723 -9.66545 -0.07
O -2.77401 3.88098 -7.06462 -0.07
H -4.87652 3.96215 -7.41947 0.12
H -4.19651 5.22385 -6.41252 0.12
H -3.14466 6.16035 -8.59122 0.12
H -4.87464 6.06927 -8.72264 0.11
H -3.41126 5.14299 -10.31136 0.09
H -2.57700 3.25879 -7.76865 0.08
```

Energy relative to the best compared isomer or geometry (same formula, charge and spin), kJ/mol: 674.2
LUMO energy, eV: -0.156
DFT total energy, eV: -100371.0599
HOMO level, eV: -9.37


> Which of these has the highest HOMO level?

C38H110N2O27


> The lowest LUMO energy belongs to which entry?

C38H110N4O26


> What is the LUMO energy in the second record?

-0.156 eV


> Look up the HOMO level of the first one.

-9.09 eV